C20H60N12O8 | wB97M-V/def2-TZVPD

Computed properties:
**Gap between HOMO and LUMO**: 9.2 eV
**Energy relative to the best compared isomer or geometry (same formula, charge and spin)**: 1.066 eV
**SMILES**: COC[C@H](C)N.COC[C@H](C)N.COC[C@H](C)N.COC[C@H](C)N.NC(N)=O.NC(N)=O.NC(N)=O.NC(N)=O

Bonds (Å) are listed after each position.
Atoms and positions in Å:
1 C 0.76851 -1.30469 -8.40265  O2 1.417, H7 1.095, H8 1.094, H9 1.089
2 O 0.34716 -1.48158 -7.06141  C1 1.417, C3 1.406
3 C 1.05276 -0.66250 -6.16192  O2 1.406, C4 1.506, H10 1.100, H11 1.103
4 C 0.22709 -0.45157 -4.92064  C3 1.506, C5 1.510, N6 1.484, H12 1.099
5 C 0.76400 0.67292 -4.06702  C4 1.510, H13 1.092, H14 1.092, H15 1.090
6 N 0.20858 -1.72738 -4.16250  C4 1.484, H16 1.017, H17 1.016
7 H 1.85564 -1.35238 -8.52396  C1 1.095
8 H 0.40457 -0.34020 -8.76897  C1 1.094
9 H 0.34075 -2.12890 -8.97061  C1 1.089
10 H 2.04953 -1.04769 -5.90048  C3 1.100
11 H 1.24754 0.31355 -6.63839  C3 1.103
12 H -0.79761 -0.22514 -5.24675  C4 1.099
13 H 0.86666 1.60492 -4.62607  C5 1.092
14 H 1.73279 0.31801 -3.70820  C5 1.092
15 H 0.13629 0.94319 -3.21775  C5 1.090
16 H -0.47488 -1.66515 -3.41223  N6 1.017
17 H -0.14437 -2.41826 -4.81783  N6 1.016
18 C 0.34256 1.17928 3.90337  O19 1.425, H24 1.097, H25 1.087, H26 1.098
19 O 1.50593 1.81007 4.43213  C18 1.425, C20 1.408
20 C 1.37562 3.20229 4.59443  O19 1.408, C21 1.519, H27 1.102, H28 1.096
21 C 2.09031 3.68765 5.84352  C20 1.519, C22 1.539, N23 1.448, H29 1.096
22 C 2.17954 2.59098 6.92023  C21 1.539, H30 1.091, H31 1.091, H32 1.097
23 N 1.48190 4.91445 6.31503  C21 1.448, H33 1.013, H34 1.015
24 H 0.36899 1.10100 2.80997  C18 1.097
25 H -0.59246 1.56061 4.30449  C18 1.087
26 H 0.48703 0.12667 4.18218  C18 1.098
27 H 1.85122 3.66645 3.71595  C20 1.102
28 H 0.35202 3.59337 4.57044  C20 1.096
29 H 3.14270 3.90687 5.62846  C21 1.096
30 H 2.60142 2.97241 7.85070  C22 1.091
31 H 2.79071 1.73823 6.62273  C22 1.091
32 H 1.17917 2.17794 7.09646  C22 1.097
33 H 1.81137 5.17055 7.23810  N23 1.013
34 H 0.47416 4.85533 6.41723  N23 1.015
35 C 2.82441 -4.13429 0.87624  O36 1.418, H41 1.090, H42 1.092, H43 1.097
36 O 1.69139 -4.27924 1.71651  C35 1.418, C37 1.402
37 C 0.90071 -3.12126 1.70553  O36 1.402, C38 1.524, H44 1.103, H45 1.100
38 C -0.23222 -3.22512 2.71960  C37 1.524, C39 1.522, N40 1.469, H46 1.095
39 C -0.93208 -4.57656 2.71587  C38 1.522, H47 1.090, H48 1.089, H49 1.096
40 N -1.20342 -2.13467 2.55789  C38 1.469, H50 1.022, H51 1.024
41 H 3.34403 -5.09184 0.88606  C35 1.090
42 H 3.45374 -3.31944 1.24145  C35 1.092
43 H 2.51440 -3.96134 -0.16172  C35 1.097
44 H 1.47921 -2.23743 2.02187  C37 1.103
45 H 0.47266 -2.91391 0.71408  C37 1.100
46 H 0.18820 -3.10689 3.72404  C38 1.095
47 H -1.85055 -4.51106 3.29971  C39 1.090
48 H -0.28803 -5.34285 3.14356  C39 1.089
49 H -1.18512 -4.90097 1.70055  C39 1.096
50 H -1.65107 -2.23047 1.64406  N40 1.022
51 H -0.66190 -1.28518 2.37636  N40 1.024
52 C -3.09988 2.26617 2.15545  O53 1.430, H58 1.093, H59 1.087, H60 1.092
53 O -4.50402 2.44845 2.35551  C52 1.430, C54 1.403
54 C -5.24164 2.10901 1.21102  O53 1.403, C55 1.510, H61 1.098, H62 1.104
55 C -6.68593 2.47756 1.45124  C54 1.510, C56 1.506, N57 1.491, H63 1.097
56 C -7.43728 1.48283 2.29563  C55 1.506, H64 1.093, H65 1.092, H66 1.092
57 N -7.38687 2.60055 0.14140  C55 1.491, H67 1.014, H68 1.013
58 H -2.91857 1.20278 1.98124  C52 1.093
59 H -2.64678 2.60425 3.08340  C52 1.087
60 H -2.75576 2.87968 1.32050  C52 1.092
61 H -4.89264 2.58304 0.28389  C54 1.098
62 H -5.12809 1.01803 1.08695  C54 1.104
63 H -6.71338 3.48537 1.88412  C55 1.097
64 H -7.01452 1.37704 3.29757  C56 1.093
65 H -7.40777 0.49867 1.82252  C56 1.092
66 H -8.48424 1.74778 2.45803  C56 1.092
67 H -6.93794 3.30006 -0.43998  N57 1.014
68 H -8.32431 2.95063 0.30151  N57 1.013
69 N 4.32508 2.64664 -2.87780  C70 1.374, H73 1.002, H74 1.014
70 C 4.27219 2.59558 -4.25014  N69 1.374, N71 1.378, O72 1.221
71 N 4.13244 1.31733 -4.74505  C70 1.378, H75 1.001, H76 1.004
72 O 4.42377 3.56800 -4.97367  C70 1.221
73 H 4.33014 3.56098 -2.46833  N69 1.002
74 H 4.13336 1.80032 -2.35297  N69 1.014
75 H 4.21308 1.17552 -5.73253  N71 1.001
76 H 4.05163 0.54999 -4.10289  N71 1.004
77 N -2.84265 -3.98984 -0.50774  C78 1.373, H81 1.003, H82 1.005
78 C -2.56056 -2.72013 -0.94602  N77 1.373, N79 1.360, O80 1.228
79 N -3.13055 -1.71901 -0.22289  C78 1.360, H83 1.005, H84 1.004
80 O -1.83883 -2.52306 -1.92042  C78 1.228
81 H -2.38926 -4.72502 -1.01704  N77 1.003
82 H -3.15317 -4.13112 0.43720  N77 1.005
83 H -2.87457 -0.76539 -0.40843  N79 1.005
84 H -3.79797 -1.95626 0.48900  N79 1.004
85 N 4.21698 -2.17150 -2.03962  C86 1.359, H89 1.004, H90 1.006
86 C 4.51833 -0.87689 -1.75583  N85 1.359, N87 1.358, O88 1.233
87 N 5.74083 -0.64458 -1.21189  C86 1.358, H91 1.003, H92 1.004
88 O 3.67788 0.01545 -1.89098  C86 1.233
89 H 4.87297 -2.91688 -1.89083  N85 1.004
90 H 3.39205 -2.37203 -2.57903  N85 1.006
91 H 6.01839 0.29140 -0.98278  N87 1.003
92 H 6.36470 -1.40396 -1.00901  N87 1.004
93 N 1.30474 1.03956 -0.17368  C94 1.370, H97 1.007, H98 1.003
94 C 0.21635 0.20875 -0.13371  N93 1.370, N95 1.361, O96 1.231
95 N 0.22835 -0.76328 -1.08661  C94 1.361, H99 1.006, H100 1.014
96 O -0.76631 0.39971 0.58280  C94 1.231
97 H 1.98761 0.84286 -0.88676  N93 1.007
98 H 1.17562 1.97535 0.16334  N93 1.003
99 H 1.02256 -0.90701 -1.68767  N95 1.006
100 H -0.57712 -1.36216 -1.22770  N95 1.014


C20H60N12O8 | wB97M-V/def2-TZVPD

Computed properties:
**Gap between HOMO and LUMO**: 9.4 eV
**Energy relative to the best compared isomer or geometry (same formula, charge and spin)**: 1.920 eV
**SMILES**: COC[C@H](C)N.COC[C@H](C)N.COC[C@H](C)N.COC[C@H](C)N.NC(N)=O.NC(N)=O.NC(N)=O.NC(N)=O

Bonds (Å) are listed after each position.
Atoms and positions in Å:
1 C 0.39226 0.69187 -3.01496  O2 1.394, H7 1.091, H8 1.068, H9 1.112
2 O 1.32657 0.58214 -4.04398  C1 1.394, C3 1.393
3 C 2.59696 0.90433 -3.57245  O2 1.393, C4 1.481, H10 1.108, H11 1.140
4 C 3.61940 0.68644 -4.62170  C3 1.481, C5 1.543, N6 1.464, H12 1.107
5 C 5.00357 1.01970 -4.02604  C4 1.543, H13 1.103, H14 1.093, H15 1.066
6 N 3.34157 1.51868 -5.79326  C4 1.464, H16 1.007, H17 1.044
7 H -0.63723 0.65908 -3.37498  C1 1.091
8 H 0.60875 1.59594 -2.48937  C1 1.068
9 H 0.57645 -0.11978 -2.27785  C1 1.112
10 H 2.61342 1.87840 -3.04564  C3 1.108
11 H 2.89442 0.17855 -2.74478  C3 1.140
12 H 3.62888 -0.36975 -4.95393  C4 1.107
13 H 4.91376 1.88540 -3.34843  C5 1.103
14 H 5.75787 1.22938 -4.78850  C5 1.093
15 H 5.37949 0.29159 -3.34366  C5 1.066
16 H 2.43139 1.33157 -6.18257  N6 1.007
17 H 3.93745 1.37940 -6.63858  N6 1.044
18 C -4.10500 -3.55722 0.43254  O19 1.435, H24 1.106, H25 1.129, H26 1.082
19 O -4.45863 -2.74512 -0.69623  C18 1.435, C20 1.419
20 C -3.64619 -2.98698 -1.83425  O19 1.419, C21 1.583, H27 1.086, H28 1.094
21 C -3.60178 -1.73760 -2.80559  C20 1.583, C22 1.530, N23 1.451, H29 1.084
22 C -2.61106 -1.96998 -3.94767  C21 1.530, H30 1.055, H31 1.107, H32 1.089
23 N -3.21708 -0.49705 -2.15791  C21 1.451, H33 0.985, H34 1.015
24 H -4.87717 -3.29595 1.18003  C18 1.106
25 H -3.11122 -3.31882 0.91347  C18 1.129
26 H -4.07814 -4.57648 0.06900  C18 1.082
27 H -2.63685 -3.28196 -1.56134  C20 1.086
28 H -4.14362 -3.72615 -2.46851  C20 1.094
29 H -4.62853 -1.66174 -3.14454  C21 1.084
30 H -2.75919 -2.95053 -4.30708  C22 1.055
31 H -1.55542 -1.87130 -3.63077  C22 1.107
32 H -2.77656 -1.19367 -4.69311  C22 1.089
33 H -2.44751 -0.72793 -1.58815  N23 0.985
34 H -3.94940 -0.30065 -1.48246  N23 1.015
35 C -0.18086 -5.60909 0.42500  O36 1.408, H41 1.065, H42 1.086, H43 1.062
36 O -0.36991 -5.40375 1.80464  C35 1.408, C37 1.419
37 C 0.47839 -4.44415 2.41594  O36 1.419, C38 1.525, H44 1.107, H45 1.072
38 C -0.03658 -4.21493 3.83273  C37 1.525, C39 1.549, N40 1.508, H46 1.064
39 C -1.45692 -3.60734 3.72299  C38 1.549, H47 1.104, H48 1.106, H49 1.125
40 N 0.89059 -3.26451 4.54840  C38 1.508, H50 1.015, H51 1.022
41 H 0.70630 -6.15364 0.20113  C35 1.065
42 H 0.03118 -4.73928 -0.18985  C35 1.086
43 H -1.03627 -6.15996 0.11946  C35 1.062
44 H 1.53199 -4.75920 2.54132  C37 1.107
45 H 0.47056 -3.48949 1.92745  C37 1.072
46 H -0.11899 -5.17789 4.27861  C38 1.064
47 H -1.82400 -3.33374 4.72737  C39 1.104
48 H -2.20131 -4.26122 3.23139  C39 1.106
49 H -1.40757 -2.60237 3.21904  C39 1.125
50 H 1.05385 -3.58461 5.49781  N40 1.015
51 H 0.44145 -2.34731 4.59693  N40 1.022
52 C 0.78452 7.03806 0.87226  O53 1.421, H58 1.153, H59 1.102, H60 1.082
53 O 0.41581 6.04361 -0.07282  C52 1.421, C54 1.393
54 C -0.48983 5.13806 0.47520  O53 1.393, C55 1.577, H61 1.160, H62 1.059
55 C -0.34742 3.87959 -0.46371  C54 1.577, C56 1.474, N57 1.476, H63 1.091
56 C -0.91831 4.09905 -1.80500  C55 1.474, H64 1.077, H65 1.073, H66 1.072
57 N -0.77998 2.60898 0.15018  C55 1.476, H67 0.996, H68 1.023
58 H -0.02061 7.84782 1.03076  C52 1.153
59 H 1.72073 7.44429 0.45658  C52 1.102
60 H 0.95665 6.61413 1.85227  C52 1.082
61 H -0.10612 4.82850 1.52577  C54 1.160
62 H -1.42512 5.63451 0.48182  C54 1.059
63 H 0.73361 3.82163 -0.60157  C55 1.091
64 H -1.98839 4.19760 -1.73490  C56 1.077
65 H -0.77428 3.23195 -2.42043  C56 1.073
66 H -0.47229 4.99224 -2.19455  C56 1.072
67 H -1.48149 2.17864 -0.41054  N57 0.996
68 H -1.26195 2.80759 1.03068  N57 1.023
69 N 4.45144 -0.43305 2.77186  C70 1.350, H73 1.002, H74 0.984
70 C 3.28872 -0.97035 3.19712  N69 1.350, N71 1.381, O72 1.259
71 N 3.32561 -2.28481 3.61886  C70 1.381, H75 1.094, H76 1.033
72 O 2.23735 -0.27835 3.20862  C70 1.259
73 H 4.46378 0.37874 2.18471  N69 1.002
74 H 5.18189 -1.07745 2.63194  N69 0.984
75 H 2.41347 -2.70312 4.05422  N71 1.094
76 H 4.18599 -2.81819 3.82601  N71 1.033
77 N -4.55647 -0.01679 2.31589  C78 1.428, H81 0.989, H82 1.008
78 C -4.61590 1.35207 1.91483  N77 1.428, N79 1.372, O80 1.197
79 N -3.83237 1.66300 0.83256  C78 1.372, H83 1.017, H84 1.009
80 O -5.19620 2.17997 2.55624  C78 1.197
81 H -4.24274 -0.64609 1.62060  N77 0.989
82 H -5.30575 -0.41022 2.86326  N77 1.008
83 H -3.01341 1.06903 0.73196  N79 1.017
84 H -3.70607 2.65285 0.68565  N79 1.009
85 N -0.47156 0.16436 2.27419  C86 1.341, H89 1.031, H90 1.043
86 C -0.56384 -0.43420 1.07728  N85 1.341, N87 1.395, O88 1.229
87 N 0.65305 -0.84863 0.53520  C86 1.395, H91 0.992, H92 1.013
88 O -1.61265 -0.55116 0.44691  C86 1.229
89 H -1.41561 0.31727 2.66033  N85 1.031
90 H 0.40259 0.11541 2.84149  N85 1.043
91 H 1.42603 -1.05141 1.12293  N87 0.992
92 H 0.44887 -1.24518 -0.37398  N87 1.013
93 N 2.28460 1.99645 1.13835  C94 1.345, H97 0.987, H98 1.039
94 C 3.47126 2.55233 0.83333  N93 1.345, N95 1.350, O96 1.229
95 N 3.60976 3.40843 -0.20142  C94 1.350, H99 1.020, H100 0.970
96 O 4.42800 2.17312 1.50581  C94 1.229
97 H 2.34181 1.48255 1.97929  N93 0.987
98 H 1.33391 2.15244 0.74872  N93 1.039
99 H 2.83956 4.01351 -0.48504  N95 1.020
100 H 4.44582 3.89991 -0.20682  N95 0.970


Which of these has the highest gap between HOMO and LUMO?
number 2


Look up the energy relative to the best compared isomer or geometry (same formula, charge and spin) of the second one.
1.920 eV


What is the formula in the first record?
C20H60N12O8


Which of these has the lowest gap between HOMO and LUMO?
number 1